Record 1
ORCA calculation (ωB97M-V/def2-TZVPD) on a structure of composition C50H40BrClCoN4O2.

ORCA input file:
```
! wB97M-V def2-TZVPD RIJCOSX def2/J DEFGRID3
* xyz 1 1
Br -0.7610 -7.8331 -0.5849
Co 0.0034 -0.3019 -0.2751
Cl -2.7577 -2.5166 -5.2290
O 1.1144 -0.0724 1.1482
O -0.8404 1.3369 -0.1798
N 0.9433 -2.0138 -0.9686
N -0.7095 -0.3463 -2.6393
N 1.5162 0.5351 -1.1547
N -1.3844 -1.0701 0.8980
C -2.7358 2.5607 3.3133
C 3.6019 0.1175 -2.2420
C -1.8778 -1.2025 -4.5375
C 5.4917 -2.0623 1.4403
C -2.7999 4.0158 -3.8110
C -3.8916 3.0813 0.8495
C 3.8852 1.4771 -2.1960
C -1.3932 -1.3182 -3.2454
C -2.9742 0.1755 -0.4267
C 1.1257 -5.7160 -0.7198
C -1.6476 -0.0401 -5.2532
C -2.2281 1.5247 -0.3130
C -0.7891 -3.7060 -0.8204
C -1.8578 4.3344 -2.8385
C -2.2124 1.9932 2.1626
C -3.2730 -1.7023 2.8175
C -2.4708 2.3684 -1.5698
C -0.9373 0.9669 -4.6268
C 2.8204 -1.4292 1.9831
C 2.0067 -1.7150 -1.6179
C 1.0436 1.0308 6.0010
C -2.7815 2.2471 0.9194
C 1.2410 -0.2564 3.5333
C -0.2256 -6.0301 -0.7004
C 3.2125 -2.7488 1.8042
C 3.7905 -0.4295 1.9048
C -1.9497 -2.0694 2.9833
C 1.5218 -4.3918 -0.8064
C -2.6635 -0.6838 0.7452
C -1.7032 3.5224 -1.7294
C -1.0207 -1.7483 2.0075
C 0.4054 -2.1673 2.1399
C 1.3611 -0.3209 5.9431
C 1.7925 1.8269 -1.0814
C -4.4174 3.6529 2.0003
C 4.5414 -3.0644 1.5349
C -3.8429 3.3946 3.2356
C -3.6327 -1.0058 1.6813
C 1.3703 -0.9754 2.1857
C 0.9445 1.0971 3.5971
C -0.4978 0.7778 -3.3263
C -3.5829 2.8858 -3.6527
C -1.1856 -5.0300 -0.7442
C 2.9768 2.3364 -1.6032
C -3.4202 2.0693 -2.5380
C 0.8429 1.7367 4.8269
C 1.4655 -0.9560 4.7179
C 0.5632 -3.3838 -0.8825
C 2.4053 -0.3142 -1.6948
C 5.1100 -0.7389 1.6318
H 3.1723 3.3969 -1.5347
H -2.9308 4.6550 -4.6742
H -1.5324 -2.9228 -0.8132
H -1.3423 1.3557 2.2265
H -4.3303 2.6339 -4.3944
H -0.9869 3.7828 -0.9604
H 1.5365 -0.8763 6.8550
H 5.8487 0.0505 1.5791
H 4.8122 1.8531 -2.6063
H 2.5754 -4.1496 -0.7672
H 6.5261 -2.3081 1.2397
H -4.6474 -0.6702 1.5228
H 0.0208 1.5702 -2.8118
H -1.5610 -2.2362 -2.6987
H 4.8310 -4.1005 1.4133
H 1.8657 -6.5008 -0.6545
H 0.6523 -2.7966 1.2887
H 2.4976 -3.5600 1.8843
H 0.6116 2.7941 4.8613
H -5.2760 4.3075 1.9265
H 0.9680 1.5298 6.9579
H -4.3504 3.3007 -0.1065
H 1.7465 -2.0031 4.6837
H 4.2961 -0.5902 -2.6719
H -4.0495 1.1934 -2.4483
H -1.6187 -2.5990 3.8648
H 1.0345 2.4313 -0.6013
H -2.2743 2.3498 4.2703
H 0.8050 1.6458 2.6768
H -2.2358 -5.2833 -0.7058
H -4.0092 -1.9416 3.5729
H -2.6894 -0.3196 -1.3534
H -4.2522 3.8431 4.1310
H 2.6149 -2.4605 -2.1207
H 3.4948 0.6009 2.0595
H -4.0497 0.3504 -0.4595
H 0.5237 -2.7847 3.0291
H -2.0206 0.0677 -6.2624
H -1.2594 5.2312 -2.9381
H -0.7433 1.9045 -5.1268
*
```

Calculated values
Total energy, eV: -182743.240
Gap between HOMO and LUMO (spin up / spin down), eV: 7.09 / 7.10
HOMO energy (spin up / spin down), Ha: -0.3987 / -0.3986
ΔE to the lowest compared entry with this formula, charge and spin, kcal/mol: 0.0

Record 2
ORCA calculation (ωB97M-V/def2-TZVPD) on a cluster of 12 separate species, C56H144N8O20 in total at a distorted geometry.

ORCA input file:
```
! wB97M-V def2-TZVPD RIJCOSX def2/J DEFGRID3
* xyz 0 1
O -6.5920 -2.5904 -6.6513
O -5.7530 1.0335 -0.6932
O 6.2686 -1.1328 -5.0998
O -0.9727 -1.4257 0.4692
O -0.2102 -3.8721 4.6545
O -1.5812 -3.6338 -3.5670
O 2.1904 -3.3400 -4.8806
O -3.2589 0.7055 6.9961
O 1.8017 1.7982 6.6297
O 3.4996 -1.0860 3.3711
O 3.7360 3.6237 4.0721
O 4.5400 -4.9856 0.6722
O 1.0511 2.8401 -1.7832
O -5.0188 -2.8872 1.3382
O 3.8650 1.2607 -2.8298
O -4.2690 4.9963 -4.7181
O -2.8071 -1.1008 -3.7407
O -0.8806 3.2675 1.5562
O 3.0466 -2.8033 -0.0350
O 1.7454 6.3287 0.7859
N -1.1581 2.2658 6.0641
N -5.7613 -1.9142 -3.9392
N 2.5051 -2.7805 5.4644
N 5.4226 -1.3569 -2.4553
N 1.8567 -0.4489 -4.4915
N -3.7583 -0.5374 0.6665
N -1.8737 4.7217 -2.9836
N 2.0932 3.4621 1.8170
C -2.2604 1.8698 5.1506
C -4.8711 1.6622 0.2243
C 0.0146 -0.9582 2.7913
C -4.3875 4.5510 -3.4217
C 2.5710 -4.6601 -5.2892
C 0.0265 2.6916 5.2839
C 4.2188 -1.2698 4.6115
C 6.7051 -2.2886 -4.3503
C 1.6828 -3.2626 -0.0668
C -0.2383 -0.5443 1.3143
C 3.5409 -5.1853 2.9538
C -3.5014 1.6289 5.9321
C -3.0323 3.8586 -2.9987
C 2.7698 2.0669 7.6152
C -1.5682 4.4712 1.9500
C 4.3991 -0.9976 2.2179
C -0.9483 -4.1146 -2.4168
C -0.6378 3.9527 -3.1516
C 4.8093 -5.1137 2.0902
C -6.9015 1.7104 -1.0538
C 3.3797 -2.2702 -1.3119
C -3.1088 -0.6397 6.5629
C -4.7860 -2.2108 -2.8350
C 2.7293 2.2646 2.3501
C 1.9598 -2.4448 -5.9881
C -5.5402 4.9739 -5.3583
C -6.9394 -1.4849 -7.4346
C 4.0106 2.5797 3.1643
C 1.1776 7.3435 -0.0772
C -7.4226 -2.7100 -5.4797
C -3.7746 -1.0752 -2.6789
C 1.1889 1.5450 -1.1313
C 3.2925 1.5710 -4.1122
C -1.8763 -4.4878 -1.3035
C -0.7129 -5.0762 4.1238
C 3.2085 -1.4514 5.6873
C -0.3704 3.1499 -1.9023
C 2.8435 4.1994 0.7949
C -6.5893 -3.0745 -4.2981
C -2.6087 4.8769 0.8879
C -4.1059 -2.2982 2.2668
C -4.7641 -4.2517 1.0912
C 1.2125 2.9939 6.2284
C -1.9462 0.0830 -3.5954
C 1.1007 -1.2749 -5.4236
C 1.2417 -2.8302 6.2608
C 4.7829 4.1867 4.7473
C 7.2298 -0.7362 -6.1307
C 5.6612 -2.5559 -3.2668
C -3.6222 0.8383 0.2681
C 4.7632 -1.6049 -1.2208
C 0.4373 -4.0792 5.9073
C -4.1852 -0.7793 2.0446
C 4.4828 2.3496 -2.0977
C 2.9952 0.2916 -4.9540
C 2.0763 5.2090 -0.0360
H -2.2550 4.2469 2.8312
H 3.3857 -3.0623 -2.0718
H 3.1717 -4.1844 2.9892
H -1.1528 -4.8838 3.1237
H 0.7741 -1.8654 6.2561
H -1.3869 -5.1278 -0.5414
H -2.1901 -0.8876 6.0922
H -1.4652 0.1705 -4.6181
H 0.7798 8.2020 0.4732
H -2.1112 0.8447 4.7007
H -3.3060 -1.2027 -1.6693
H 2.9181 -2.1294 -6.4680
H -1.8889 5.2965 -3.7668
H 0.9129 3.5152 7.1456
H 4.9211 1.9025 -1.2224
H 3.7495 -0.9696 1.3891
H -0.3048 -4.2325 6.7801
H -7.4933 1.9905 -0.2284
H 3.6407 4.6966 1.2955
H -2.9080 1.2945 0.9009
H -4.6921 2.7297 -0.0240
H -5.2677 -0.5661 2.2703
H -3.7942 2.5590 6.4916
H 6.9677 0.2920 -6.3693
H 1.1631 4.8004 -0.4002
H 3.7060 2.5673 7.2572
H -7.8894 -1.6966 -5.3163
H 7.6889 -2.1462 -3.8568
H -0.9203 2.2547 -1.9419
H 4.3745 4.8725 5.4438
H 1.9719 7.7743 -0.6912
H -4.3577 1.2578 5.3773
H 1.3770 -3.5694 0.9035
H -3.7370 -4.5548 0.7806
H -7.4663 1.1375 -1.7564
H 0.7247 -0.6596 -6.2407
H 1.2716 -2.9370 -6.6458
H 5.5158 4.6539 4.0712
H 0.8490 0.6861 -1.7144
H 4.3659 1.7184 3.6958
H 2.6705 5.5371 -0.8931
H 0.1639 -5.7431 3.9181
H 3.3378 -4.6514 -6.1349
H -1.1623 -0.1354 -2.8607
H -5.4897 -4.4330 0.2977
H 3.6852 3.0602 -1.8017
H 0.2321 4.6109 -3.2839
H -5.9102 -3.9044 -4.5337
H 5.0119 -0.0741 2.3544
H 3.9031 -0.2768 -5.1553
H -1.5320 -5.4926 4.8549
H 8.2997 -0.7814 -5.6770
H -0.7204 0.3919 1.4931
H -4.7079 5.4479 -2.8503
H 5.2938 -6.0472 2.1399
H 1.9950 3.5797 5.6896
H -2.7115 -5.0201 -1.7367
H 1.9585 4.0932 2.5952
H 1.0179 -2.4101 -0.2913
H 5.4609 -2.2601 -0.6940
H -5.1850 -1.8063 -4.7928
H -2.8573 5.9270 0.9897
H 0.2476 -1.7452 -4.8887
H -5.4438 1.6202 1.1717
H -3.9632 -1.0147 5.9976
H 2.0902 -2.5998 4.5360
H 2.5028 -0.6046 5.5742
H 1.9375 -0.9413 -3.6174
H 2.3161 2.6316 8.4060
H 1.6199 -4.0222 -0.8000
H 2.9208 1.5307 1.6117
H -3.1340 -1.2036 7.4918
H -2.2280 4.7002 -0.0866
H 0.5063 -1.9115 2.8311
H 0.8251 -0.2865 3.1022
H 5.4034 -4.2390 2.4144
H 3.6167 -1.5194 6.6849
H -3.4856 4.3090 1.0806
H -2.5252 0.9392 -3.3897
H 2.0287 1.7809 3.0162
H 0.7398 -0.3594 0.8234
H 4.7541 -0.3137 4.8647
H 4.9502 -0.6378 -2.9781
H -0.7953 5.2285 2.2885
H 6.8365 -3.2075 -4.9854
H -8.2040 -3.4887 -5.6380
H -6.6907 2.6208 -1.5740
H 4.8376 2.8625 2.5070
H 7.2093 -1.3638 -7.0484
H -7.2268 -3.3711 -3.4490
H 2.6690 0.8070 -5.8314
H -0.1611 3.6701 4.8159
H 5.1376 -1.8040 2.2004
H -2.2940 2.6068 4.3082
H -6.3242 5.4018 -4.7911
H 0.7369 1.6286 -0.1570
H -6.9191 -0.6135 -6.8083
H 4.0288 2.2218 -4.6829
H -3.1681 0.8523 -0.7434
H 1.1312 -4.9387 5.8732
H 2.2083 1.3923 -0.8932
H 1.6833 -5.1517 -5.6899
H 1.6003 -2.9684 7.2922
H -2.8237 2.9536 -3.5686
H 4.7496 -0.6699 -0.6219
H -1.9159 -1.2839 0.6172
H 2.8664 -5.8920 2.4778
H -4.3127 -2.5829 3.2927
H 4.0289 -4.1397 0.4737
H 5.2500 2.9317 -2.6532
H -0.8669 -0.8871 3.4781
H -5.0964 3.7659 -3.2368
H 2.7180 -1.4691 -1.6439
H 3.1328 1.1319 8.0606
H 2.3168 2.1778 -4.0267
H -0.8237 3.2956 -4.0422
H -6.2165 -1.4390 -8.2435
H -3.0626 -2.6168 2.0262
H -2.3507 -3.6640 -0.7897
H -4.2482 -1.0989 -0.0066
H -5.0759 -4.8229 1.9666
H -0.8193 1.4446 6.5624
H 2.8748 -5.2427 -4.4587
H 0.3221 2.0020 4.4669
H 3.2784 3.3948 0.1561
H 4.7472 -2.9911 -3.7067
H -7.9741 -1.5138 -7.8082
H 4.9229 -2.0664 4.5550
H -0.6248 3.8115 -1.0510
H 0.4659 6.8915 -0.7969
H -5.8587 3.9229 -5.5510
H -4.2296 -0.0800 -2.5997
H 5.9279 -3.3267 -2.5462
H -3.1809 3.5794 -1.9074
H 0.0708 3.3193 1.6128
H -1.9083 -2.7225 -3.4240
H -0.1881 -3.3818 -2.0722
H 3.8151 -5.5678 3.8860
H -5.3831 -2.2613 -1.8928
H -0.3625 -4.9503 -2.8080
H -4.3304 -3.2018 -2.9885
H 5.3139 3.4328 5.4058
H -5.5136 5.4261 -6.3118
H -3.5464 -0.1046 2.7014
*
```

Calculated values
Total energy, eV: -113264.324
SMILES: COCCNCCOC.COCCNCCOC.COCCNCCOC.COCCNCCOC.COCCNCCOC.COCCNCCOC.COCCNCCOC.COCCNCCOC.CCO.CCO.CCO.CCO
Gap between HOMO and LUMO, eV: 8.87
HOMO energy, Ha: -0.3047
ΔE to the lowest compared entry with this formula, charge and spin, kcal/mol: 19.2

Record 3
ORCA calculation (ωB97M-V/def2-TZVPD) on an isolated molecule of C5H4ClFO at a distorted geometry.

ORCA input file:
```
! wB97M-V def2-TZVPD RIJCOSX def2/J DEFGRID3
* xyz 0 1
Cl 2.3524 0.1737 -0.2781
F 0.3035 -0.8797 1.9732
O -1.5286 -0.5051 -0.9707
C 0.8766 -0.7450 -0.4625
C -0.0462 -1.1509 0.7216
C -0.3470 1.2700 0.3067
C -0.2689 2.4541 0.5609
C -0.4361 -0.1101 -0.2471
H -0.0657 3.3645 1.0524
H -0.4217 -2.1470 0.4890
H -1.3530 -0.1979 -1.8897
H 0.9347 -1.5266 -1.2558
*
```

Calculated values
Total energy, eV: -22533.462
SMILES: C#C[C@]1(O)[C@H](F)[C@@H]1Cl
Gap between HOMO and LUMO, eV: 10.76
HOMO energy, Ha: -0.3710
ΔE to the lowest compared entry with this formula, charge and spin, kcal/mol: 69.8

Record 4
ORCA calculation (ωB97M-V/def2-TZVPD) on a structure of composition C28H30B2ClF4N7O8Ti.

ORCA input file:
```
! wB97M-V def2-TZVPD RIJCOSX def2/J DEFGRID3
* xyz 2 1
Ti -1.1859 -1.0616 0.3003
Cl 3.0714 -3.2687 -2.0871
F -0.5377 0.0126 2.1702
F 1.1226 -0.3217 3.8270
F -3.4165 -1.8365 -3.1582
F -2.6476 -0.7624 -1.1663
O -0.0179 -2.1159 2.8796
O 0.7234 -5.7855 0.8433
O 3.7875 -2.9206 0.7131
O 1.5536 -0.7110 1.5746
O -1.1577 -1.7150 -2.6337
O -2.7633 -3.0602 -1.2910
O 0.2932 2.2401 -1.2520
O 0.5771 -3.7372 -0.2297
N 0.9010 -0.7955 0.3975
N -2.4729 0.4406 0.8996
N -0.9417 -2.3663 1.9414
N -1.1757 3.6650 -0.2023
N -0.3700 -1.2981 -1.6200
N 0.5379 4.4824 -1.5042
N -2.2324 -2.8493 -0.0775
C -2.9169 3.0768 1.3806
C -0.0738 3.3915 -1.0150
C -3.6400 2.1065 2.0440
C -1.6931 -3.3991 2.0847
C 1.5645 -0.5141 -0.6649
C 2.9587 -0.0365 -0.6506
C 0.7801 -0.8001 -1.8962
C 3.8672 -4.2251 0.3195
C 0.7131 6.5177 -0.1636
C -3.3503 -4.8762 0.7136
C -0.5839 8.4842 -0.7188
C -3.3803 0.7613 1.8120
C -1.1364 7.7848 -1.7915
C 3.9590 -6.8628 -0.5801
C -1.7860 1.3596 0.2289
C -1.9289 2.7192 0.4518
C 4.2563 -5.2448 1.1778
C -0.9741 9.9117 -0.4579
C -1.6409 -4.3157 3.2459
C 1.2839 -0.5384 -3.2600
C 3.5279 -4.5430 -0.9922
C 0.3423 7.8300 0.0898
C -2.4922 -3.6802 0.8653
C 0.6880 -4.7676 0.3007
C 0.1522 5.8427 -1.2377
C -0.7751 6.4739 -2.0563
C 4.3042 -6.5548 0.7273
C 3.5696 -5.8517 -1.4443
B 0.5924 -0.7587 2.6904
B -2.5404 -1.8835 -2.1699
H -1.1719 -3.8307 4.0970
H 3.0586 0.7581 0.0895
H -1.0462 -5.1963 2.9809
H 2.2349 -1.0468 -3.4229
H -2.0483 9.9971 -0.2905
H -3.9839 -5.0052 1.5907
H 0.5653 -0.8501 -4.0099
H 3.2673 0.3142 -1.6307
H -1.2002 5.9471 -2.9018
H 4.5326 -5.0053 2.1985
H 4.0034 -7.8836 -0.9323
H 1.4458 6.0210 0.4606
H 3.3148 -6.0637 -2.4739
H 1.4657 0.5372 -3.3390
H -3.9570 -4.8039 -0.1837
H -0.4602 10.3115 0.4137
H -0.7275 10.5398 -1.3145
H 4.6179 -7.3373 1.4045
H -4.3951 2.3838 2.7653
H -1.3879 4.6399 -0.0385
H 1.3189 4.2938 -2.1140
H -2.7170 -5.7659 0.6357
H 4.1310 -2.8360 1.6103
H -1.0757 1.0403 -0.5370
H 0.7897 8.3571 0.9228
H 3.6022 -0.8635 -0.3372
H -1.8521 8.2778 -2.4378
H -3.8783 -0.0358 2.3437
H -3.1025 4.1243 1.5851
H -2.6396 -4.6620 3.5075
*
```

Calculated values
Total energy, eV: -104189.299
Gap between HOMO and LUMO, eV: 4.82
HOMO energy, Ha: -0.4836
ΔE to the lowest compared entry with this formula, charge and spin, kcal/mol: 5.2